# 1
Below is a structure of composition C41H40N5O2P2S2Ti, with properties calculated with wB97M-V/def2-TZVPD.

Positions of all 93 atoms, in Å:
H  1.4384  3.6168  -5.7589
C  3.6821  -1.0464  3.5496
H  -2.7524  1.9373  2.2028
P  -1.2076  -1.8969  -2.9520
N  -0.7062  -1.5396  3.7851
H  -3.1529  1.2525  -3.4033
H  -0.6401  3.3852  -0.6399
N  2.4057  -1.3878  3.1488
H  3.5942  3.7357  -4.8215
C  -5.5027  -2.0426  -4.4872
H  -1.4623  -1.4387  -5.7868
H  2.8526  -1.2698  -0.2549
C  -1.7904  2.1669  -2.0349
H  -4.7823  4.4431  -1.0916
H  5.7429  -1.1064  2.9690
C  2.1042  2.1032  -2.2923
H  0.6452  0.1671  6.2866
C  0.8469  1.9507  -2.8571
C  -0.7450  -2.7936  3.3136
C  -3.2854  -2.9071  -4.5484
H  1.0914  -1.6594  1.5387
H  -0.6581  0.2136  -4.1558
H  -3.0647  -0.9006  1.3411
P  -0.4187  1.0058  -1.9995
C  -0.2406  -4.0427  4.0146
H  2.2505  1.7526  -1.2337
H  -5.9221  -0.7884  -2.8370
C  3.0830  -1.2062  0.8127
H  -6.5283  -2.0392  -4.8752
H  -2.5447  -3.6089  -4.9830
C  2.1430  -1.3975  1.8127
H  2.6004  -0.3761  7.5555
C  2.8579  3.2613  -4.2424
C  -2.9812  2.0916  -2.7132
N  -0.9147  0.9629  4.8738
H  -0.4664  2.4269  -4.4564
H  0.4719  3.6139  6.1456
H  4.7519  0.3252  6.5281
H  4.1081  2.8822  -2.4992
C  1.0345  -3.1328  -4.1885
C  -2.6591  4.1810  -0.7762
S  -1.7065  3.2640  3.9930
C  -0.3298  2.8863  6.3451
C  -1.6165  3.2778  -1.0900
C  -1.6535  0.6835  3.6788
C  3.1393  2.7865  -2.9453
C  -0.4863  -2.0238  -5.6474
N  -0.8791  -0.0798  -3.1848
H  4.0231  1.2191  5.2450
N  1.3665  1.1701  2.6401
H  5.2446  -1.1023  0.4947
H  0.3369  -4.7022  3.3564
S  -1.7733  -2.8432  1.8689
C  3.9494  -1.0734  5.0539
H  2.4355  1.3842  7.1260
C  0.5663  2.5417  -4.1088
H  -1.0935  3.4822  6.8867
C  4.4058  -1.1638  1.1903
C  -3.9076  -1.4305  -2.8154
H  0.0147  2.0857  7.0900
C  1.8175  2.3168  2.4800
C  -2.3540  -1.2328  2.1239
C  -4.0147  2.9840  -2.4202
C  -0.2196  -2.4779  -4.4052
C  -2.0694  1.8756  3.0456
O  1.4634  -0.0056  5.7612
C  1.3946  -3.2375  -6.5639
H  3.2644  -1.7657  5.5344
H  -4.8101  -3.2023  -6.0801
C  4.6955  -1.0469  2.6001
C  0.2665  -2.5022  -6.7340
H  1.9174  -3.6179  -7.4553
C  -3.8693  3.9582  -1.4273
O  2.1227  3.4376  2.2220
H  4.9682  -1.4840  5.1258
C  3.8844  0.3062  5.8490
Ti  0.9280  -0.2258  3.8455
C  -0.8209  2.3018  5.0610
C  2.6190  0.3472  6.6790
H  2.7700  -3.9585  -5.0331
H  0.0226  -2.1128  -7.7362
C  1.8832  -3.4093  -5.2300
C  -1.6350  -0.6494  3.1810
H  -2.4753  4.9491  -0.0137
C  -2.9160  -2.1778  -3.4373
H  1.3075  -3.4939  -3.2142
H  -1.1340  -4.5650  4.4573
C  -5.1856  -1.4073  -3.3140
C  1.5753  3.1634  -4.7984
H  -3.6634  -0.8744  -1.9030
C  -4.5170  -2.7621  -5.1399
H  0.3768  -3.6354  4.8678
H  -4.9075  2.9473  -3.0944

Values from the calculation:
relative energy (zero: lowest compared OMol25 entry of this formula, charge and spin)	53.6	kJ/mol
HOMO (spin up / spin down)	-8.3 / -9.8	eV
total charge	+1
spin multiplicity	3
molar mass	808.75	g mol⁻¹
E_tot	-118068.8185	eV
HOMO-LUMO gap (spin up / spin down)	5.677 / 7.204	eV
lowest unoccupied orbital energy (spin up / spin down)	-2.61 / -2.59	eV

Löwdin population analysis, charges in e, atoms 1 to 6: H 0.101; C -0.254; H 0.083; P 1.010; N -0.059; H 0.092

***

# 2
Below is a structure of composition C41H41ClN5O2TeZn, with properties calculated with wB97M-V/def2-TZVPD.

Positions of all 92 atoms, in Å:
H  2.7111  -0.9640  -0.6805
C  -1.7101  2.0090  -0.6842
H  0.1213  3.1486  6.0464
H  -4.2651  -5.6999  -6.1023
H  0.9169  0.2507  -2.6278
H  2.8373  -0.9194  1.0633
H  -1.7970  8.6388  4.7211
C  -5.6511  -7.0185  -3.3011
C  -2.3686  -1.9570  1.7029
H  2.4731  -0.7092  3.5143
C  -4.9010  -6.1334  -4.0865
H  -0.0948  8.9830  4.4445
H  -4.2615  1.1864  -0.5708
H  -4.0406  -2.8772  2.6684
H  -0.6800  1.7142  -0.4560
O  1.0785  1.5600  3.4732
C  -2.5692  1.8699  0.5344
C  -2.8300  -3.3862  -3.0186
N  -4.3328  -4.8104  -2.1283
C  -1.8289  -2.3795  -3.0445
H  -7.5728  -8.5709  -7.5958
C  -2.0780  2.1884  1.8002
H  -3.0532  -4.1899  -4.9736
H  -2.0008  -1.4673  2.5957
C  -0.9962  6.6399  3.0316
H  -1.5176  6.1640  0.6031
C  -2.1105  -2.2588  -0.5883
H  -2.6064  3.2745  4.6445
C  -4.6940  1.2919  1.5254
C  -7.1730  -9.4702  -7.1137
C  -6.3090  -8.2511  -5.2597
C  -1.4572  -1.8584  -1.7606
Cl  2.2661  1.1589  0.1982
H  -0.6021  8.2839  5.9816
H  -1.2472  2.1886  4.3247
H  -4.7322  -4.0988  0.5785
O  -7.0450  -9.2998  -5.7240
H  -5.4912  -7.5197  -7.1171
H  -2.1663  4.5793  1.0146
C  -4.8506  -6.3471  -5.4624
C  -0.2205  4.3463  3.2013
H  -1.4570  -2.2593  -5.1610
H  0.3016  -0.5119  -4.8897
H  -5.6608  -6.8569  -2.2358
H  -6.2107  -0.1581  1.8920
C  0.7742  0.3790  2.9716
Zn  0.1396  -0.8704  0.3538
H  -2.0778  1.3720  -1.4867
H  1.0542  -1.7308  3.1783
H  0.3277  6.0808  6.0585
C  -1.1968  -1.8962  -4.1754
N  -0.4436  -0.9268  -1.6453
C  0.1390  -0.4936  -2.7581
C  -3.4909  -3.7851  -1.8553
H  1.4008  2.8776  4.8622
C  0.8668  3.6359  5.4164
C  -5.5490  -7.3906  -6.0463
C  -0.8128  5.3883  2.4639
N  -1.6617  -1.7299  0.6004
H  -2.7581  1.5554  5.0100
C  -1.2715  5.2006  1.0474
C  -3.2071  -3.1768  -0.5944
C  2.1969  -0.6493  0.2253
C  -6.1048  0.8083  1.4002
H  -6.7855  1.5084  1.8831
C  -0.2016  -0.9192  -4.0269
H  -6.3926  0.6970  0.3578
C  -0.0030  5.8935  5.0460
H  -0.4915  4.7310  0.4437
C  -3.4925  -2.7525  1.7462
H  1.1707  -0.7916  4.6927
H  -1.7054  3.0406  -1.0465
H  -6.2178  -9.7359  -7.5806
C  -2.3331  2.2720  4.3100
Te  0.0217  2.5590  1.9102
H  -1.4484  7.4320  2.4492
C  -3.8805  1.4342  0.4114
C  -0.7865  8.2814  4.9105
H  -6.9221  -8.7390  -3.2759
N  -3.3152  -4.2006  -4.0039
C  -3.8947  -3.4192  0.5774
C  1.3947  -0.8037  3.6284
N  -0.0085  0.4058  1.9705
C  -4.2096  -5.0589  -3.4160
H  1.5710  4.1437  6.0719
C  -6.3400  -8.0572  -3.8747
H  -4.7895  1.4438  3.6560
C  -2.8628  2.0131  2.9355
C  -4.1708  1.5784  2.7785
C  0.2029  4.6257  4.5066
C  -0.5977  6.9139  4.3308
H  -7.8804  -10.2888  -7.2398

Values from the calculation:
HOMO (spin up / spin down)	-4.7 / -7.2	eV
total charge	0
spin multiplicity	2
molar mass	864.25	g mol⁻¹
E_tot	-122961.3651	eV
HOMO-LUMO gap (spin up / spin down)	5.127 / 7.612	eV
lowest unoccupied orbital energy (spin up / spin down)	0.41 / 0.40	eV

Löwdin population analysis, charges in e, atoms 1 to 6: H -0.025; C -0.075; H 0.089; H 0.105; H 0.103; H -0.033